ORCA calculation (the ωB97M-V functional and the def2-TZVPD basis) on a 2-piece molecular cluster, C33H34F2N2P overall in a non-equilibrium geometry.

For the maximum force, the calculation gives 4.60 eV/A. The multiplicity is 1. The calculation puts the total energy at -52471.0409 eV. As for the charge: +1.

XYZ file:
```
72
Properties=species:S:1:pos:R:3:forces:R:3:lowdin_charge:R:1
C -6.695 0.992 2.642 -0.193 0.048 0.078 -0.043
C -5.249 0.988 2.202 0.021 -0.091 0.015 -0.241
C -4.268 1.464 3.081 0.041 -0.126 -0.276 0.005
C -2.919 1.488 2.711 -0.200 -0.087 0.053 -0.212
C -1.887 2.028 3.667 -0.151 0.444 0.626 -0.086
C -2.559 1.006 1.447 -0.886 0.377 -0.107 -0.217
N -1.163 1.066 1.093 1.139 0.867 1.752 -0.214
P 0.006 0.409 2.194 -0.119 -0.252 -4.587 1.279
H -0.103 -1.143 -1.679 -0.069 0.589 0.845 0.092
N 1.202 1.050 1.106 -1.135 0.974 1.856 -0.196
C 2.599 0.985 1.472 0.997 0.282 -0.237 -0.210
C 3.586 0.607 0.541 -0.213 -0.338 0.120 -0.182
C 3.260 0.151 -0.858 0.214 -0.268 -0.243 -0.028
C 4.919 0.573 0.963 -0.400 0.197 0.199 0.013
C 5.294 1.000 2.241 0.003 -0.181 -0.172 -0.239
C 6.747 1.007 2.654 0.181 0.208 0.263 -0.041
C 4.296 1.439 3.122 0.113 -0.211 -0.172 0.011
C 2.950 1.422 2.752 0.083 -0.026 -0.093 -0.215
C 1.893 1.936 3.684 -0.083 0.075 0.877 -0.087
C 0.705 2.141 0.367 0.113 -0.995 -0.154 -0.069
C -0.652 2.158 0.371 -0.130 -0.969 -0.336 -0.072
C -3.528 0.585 0.519 0.199 -0.206 0.220 -0.184
C -3.175 0.108 -0.866 -0.249 -0.288 -0.261 -0.026
C -4.864 0.546 0.930 0.337 0.200 0.220 0.015
H -7.379 0.620 1.867 0.302 0.109 0.176 0.083
H -6.849 0.385 3.547 0.141 0.131 -0.291 0.090
H -6.999 2.018 2.900 0.046 -0.269 -0.106 0.091
H -4.580 1.819 4.071 0.243 -0.078 -0.396 0.134
H -0.995 2.478 3.202 -0.377 -0.083 -0.023 0.047
H -2.336 2.833 4.264 0.101 -0.227 -0.066 0.100
H -1.551 1.263 4.381 -0.050 0.124 -0.085 0.083
H 4.190 -0.083 -1.392 -0.203 0.142 0.135 0.087
H 2.694 -0.791 -0.856 -0.107 0.321 0.033 0.084
H 2.733 0.892 -1.476 -0.014 -0.175 0.327 0.086
H 5.661 0.195 0.255 -0.129 0.253 0.281 0.130
H 6.814 1.406 3.674 0.183 -0.097 -0.235 0.077
H 7.231 0.017 2.649 -0.422 0.212 -0.055 0.092
H 7.357 1.647 1.996 -0.308 -0.144 0.182 0.092
H 4.578 1.792 4.119 -0.136 -0.118 -0.379 0.126
H 2.350 2.245 4.629 -0.066 0.130 -0.193 0.097
H 1.343 2.791 3.267 0.151 -0.098 0.063 0.089
H 1.144 1.179 3.999 0.527 0.307 -0.023 0.018
H 1.406 2.795 -0.148 -0.277 -0.207 0.142 0.144
H -1.341 2.841 -0.131 0.351 -0.336 0.172 0.148
H -4.098 -0.109 -1.417 0.202 0.105 0.088 0.086
H -2.614 0.827 -1.476 0.008 -0.082 0.280 0.087
H -2.624 -0.840 -0.843 0.093 0.222 0.052 0.082
H -5.596 0.153 0.221 0.093 0.235 0.296 0.126
F -3.490 -0.213 -4.739 0.354 -1.123 0.106 0.036
C -3.052 -1.356 -4.110 0.208 0.759 0.304 -0.250
C -3.968 -2.349 -3.789 0.223 0.144 0.413 -0.017
C -3.561 -3.356 -2.909 0.507 -0.015 -0.065 -0.065
C -2.260 -3.366 -2.377 0.093 0.298 -0.245 -0.043
C -1.343 -2.357 -2.740 -0.349 -0.499 -0.122 -0.222
C -0.028 -2.164 -2.002 0.368 -0.493 -0.115 -0.104
C 1.306 -2.154 -2.754 0.171 -0.263 -0.057 -0.217
C 2.273 -3.158 -2.579 0.115 -0.148 -0.108 -0.043
C 3.531 -3.053 -3.203 -0.619 0.257 -0.121 -0.059
C 3.835 -1.949 -4.013 -0.160 -0.115 0.585 -0.013
C 2.891 -0.940 -4.112 -0.345 0.689 0.057 -0.258
F 3.219 0.240 -4.737 -0.202 -1.012 0.285 0.039
C 1.636 -1.018 -3.512 0.054 -0.294 0.057 0.005
C -1.735 -1.366 -3.645 -0.307 0.077 0.020 0.020
H -4.996 -2.268 -4.119 0.097 -0.040 -0.101 0.120
H -4.265 -4.134 -2.612 0.166 0.235 -0.118 0.110
H -1.963 -4.146 -1.660 -0.164 0.432 -0.364 0.116
H 0.019 -2.826 -1.111 0.020 0.349 -0.584 0.128
H 2.055 -4.039 -1.944 0.107 0.655 -0.466 0.121
H 4.274 -3.835 -3.056 -0.174 0.176 -0.068 0.109
H 4.808 -1.832 -4.471 -0.056 -0.006 -0.048 0.120
H 0.918 -0.189 -3.572 0.604 -0.269 -0.127 0.118
H -1.038 -0.551 -3.893 -0.676 -0.394 0.022 0.117
```
Forces are in eV/Å.